A structure of composition C24H45AsIrN11O2PS3 at a distorted geometry, computed with wB97M-V/def2-TZVPD.

Computed properties:
Molar mass in g/mol: 914.01
Largest force on an atom in eV Å⁻¹: 4.3
DFT total energy in eV: -151575.149

The geometry in ORCA input format:
```
! RIJCOSX wB97M-V def2-TZVPD def2/J DEFGRID3
* xyz 0 2
Ir 0.48 -0.02 0.31
N -2.80 -1.02 1.72
C -2.36 -1.75 0.66
N -3.06 -2.73 0.08
N -2.27 -3.17 -0.88
N -1.17 -2.52 -0.92
N -1.17 -1.60 0.05
C -2.03 -0.17 2.44
N -2.45 0.49 3.51
N -1.41 1.20 3.90
N -0.40 1.01 3.13
N -0.74 0.14 2.17
H -3.72 -1.22 2.09
C 2.67 0.84 5.13
C 2.92 2.18 4.46
C 1.67 3.05 4.47
O 3.43 2.02 3.13
P 2.82 1.37 1.80
S 1.39 2.44 0.91
S 2.45 -0.61 1.99
O 4.04 1.60 0.80
C 5.43 1.32 0.93
C 6.11 2.37 1.80
C 5.70 -0.10 1.42
H 2.45 1.01 6.18
H 3.54 0.20 5.05
H 1.81 0.35 4.68
H 3.75 2.70 4.95
H 0.83 2.50 4.05
H 1.83 3.96 3.90
H 1.43 3.31 5.50
H 5.80 1.42 -0.10
H 5.87 2.21 2.85
H 5.75 3.36 1.52
H 7.18 2.33 1.66
H 5.33 -0.23 2.43
H 6.77 -0.29 1.40
H 5.20 -0.82 0.78
C -3.38 0.85 -1.10
As -1.63 1.63 -0.63
C -1.49 2.81 -2.20
C -2.21 2.95 0.75
C -2.72 4.21 0.17
C -4.08 4.42 -0.04
C -4.54 5.60 -0.60
C -3.64 6.59 -0.97
C -2.28 6.40 -0.76
C -1.83 5.22 -0.19
H -4.04 1.65 -1.43
H -3.82 0.34 -0.26
H -3.26 0.13 -1.91
H -2.43 3.32 -2.35
H -1.26 2.20 -3.08
H -0.70 3.54 -2.07
H -1.33 3.15 1.37
H -2.97 2.46 1.37
H -4.79 3.65 0.25
H -5.60 5.76 -0.75
H -3.99 7.51 -1.41
H -1.58 7.17 -1.04
H -0.78 5.06 -0.02
C 4.18 -2.53 -2.73
N 3.89 -3.19 -1.48
C 2.75 -2.92 -0.80
S 1.78 -1.64 -1.33
N 2.47 -3.73 0.23
C 1.25 -3.70 1.00
H 5.09 -2.94 -3.15
H 4.30 -1.46 -2.56
H 3.36 -2.66 -3.45
H 4.35 -4.06 -1.30
H 3.19 -4.36 0.55
H 0.43 -3.45 0.34
H 1.30 -2.96 1.81
H 1.08 -4.69 1.42
C 3.61 1.41 -2.52
C 2.38 0.94 -3.29
C 2.14 1.86 -4.50
C 1.18 0.93 -2.41
H 4.49 1.45 -3.16
H 3.81 0.74 -1.69
H 3.45 2.41 -2.11
H 2.56 -0.07 -3.67
H 1.89 2.87 -4.17
H 1.31 1.49 -5.11
H 3.03 1.89 -5.12
H 0.33 0.33 -2.71
H 1.01 1.83 -1.83
*
```